ORCA calculation (ωB97M-V/def2-TZVPD) on a molecular structure, C29H26Cl2N6O4PdS4.

```
72
Properties=species:S:1:pos:R:3:forces:R:3
Pd -0.101 1.544 -0.547 0.308 0.113 0.700
Cl 1.747 2.074 -2.157 -0.330 -0.017 -0.464
C 3.108 2.568 -1.215 0.778 -0.422 0.836
C 4.321 2.735 -1.886 -1.583 0.230 0.371
C 5.422 3.103 -1.162 1.359 0.351 -0.481
C 5.406 3.058 0.211 -1.135 -0.326 1.193
C 4.183 2.825 0.891 1.198 0.084 -0.741
Cl 4.147 2.726 2.621 0.486 0.135 0.085
C 2.985 2.631 0.212 -0.927 0.060 -0.830
S 1.469 2.488 1.101 0.139 -0.436 -0.630
H 4.402 2.598 -2.949 -0.250 0.129 -0.264
H 6.296 3.452 -1.735 -0.145 -0.597 0.576
H 6.311 3.081 0.793 0.166 0.462 0.099
C 0.491 -2.978 1.251 -1.211 0.655 -0.604
C -0.411 -2.306 2.325 0.406 0.650 -0.673
C -0.703 -0.791 2.100 0.149 0.093 -0.536
N -1.630 -0.610 0.938 0.032 1.292 1.327
C -1.771 0.757 0.431 0.881 -1.242 -0.665
S -2.218 0.982 -1.191 -0.284 -0.493 -1.176
N -2.251 1.724 1.344 -0.788 1.112 1.103
C -3.583 2.113 1.403 0.109 1.201 1.331
O -4.566 1.593 0.952 -0.104 -0.900 -0.661
C -3.765 3.395 2.237 1.572 -0.446 0.374
C -4.713 4.367 1.874 0.536 -1.060 0.218
C -4.763 5.559 2.541 1.325 -0.191 1.587
C -3.809 5.845 3.563 -1.308 -0.470 -1.779
C -2.863 4.908 3.865 0.030 -0.673 0.417
C -2.857 3.638 3.305 -0.937 0.979 -1.646
H 0.868 -3.949 1.632 -0.187 0.568 -0.614
H 1.283 -2.331 0.820 -0.082 -0.291 0.830
H -0.185 -3.076 0.389 0.390 -0.819 -0.036
H 0.188 -2.362 3.211 -0.129 -0.055 1.060
H -1.367 -2.882 2.424 0.814 0.506 0.108
H 0.222 -0.205 1.886 -0.139 -0.614 0.160
H -1.083 -0.340 3.037 -0.360 -0.279 -0.582
H -1.279 -1.193 0.200 -0.073 0.047 -0.514
H -1.637 2.539 1.482 -0.249 -0.898 -0.127
H -5.410 4.174 1.077 -0.008 -0.234 -0.171
H -5.559 6.209 2.311 -0.609 1.053 -0.220
H -3.801 6.793 4.032 -0.040 0.828 0.445
H -2.099 5.111 4.575 0.469 0.357 0.660
H -2.045 2.987 3.583 -0.193 -0.470 -0.103
S -0.143 4.967 -0.917 0.881 -0.127 0.273
C -0.572 6.151 0.250 -0.448 -0.394 -0.437
C -1.719 6.765 -0.173 0.626 -0.524 -1.083
N -2.167 6.380 -1.421 -0.161 0.033 0.194
C -1.404 5.443 -1.930 -0.844 0.186 0.634
H 0.005 6.251 1.158 -0.168 0.037 -0.047
H -2.281 7.509 0.334 -0.226 0.498 0.471
H -1.683 4.867 -2.808 0.267 0.294 0.018
O 0.746 -10.370 -1.448 -0.171 0.021 0.138
S 1.308 -9.431 -2.398 1.252 -0.517 -0.257
O 2.720 -9.135 -2.161 -0.340 -0.231 -0.378
O 0.926 -9.702 -3.786 0.244 0.316 0.447
C 0.524 -7.857 -2.042 -0.062 -0.898 -1.009
N -0.753 -7.997 -1.765 -1.356 0.882 0.938
C -1.405 -6.880 -1.450 -0.046 0.236 -0.303
C -0.813 -5.608 -1.495 0.545 -1.422 -0.194
C 0.517 -5.602 -1.914 -0.233 -1.474 0.712
N 1.185 -6.740 -2.212 -0.001 1.343 0.597
C 1.275 -4.369 -1.970 0.389 0.826 -1.555
C 2.663 -4.332 -1.914 0.680 -1.284 0.310
C 3.339 -3.156 -2.222 0.725 -0.531 -0.144
N 2.784 -2.016 -2.631 -0.898 -1.307 0.396
C 1.438 -2.108 -2.701 0.176 2.627 -0.079
C 0.646 -3.209 -2.415 -0.539 1.105 0.239
H -2.451 -7.024 -1.178 0.109 0.214 0.001
H -1.293 -4.704 -1.199 -0.433 0.314 0.154
H 3.241 -5.287 -1.708 -0.862 1.378 -0.154
H 4.426 -3.208 -2.200 -0.063 0.267 0.064
H 1.023 -1.091 -2.944 -0.211 -1.361 0.033
H -0.457 -3.061 -2.516 1.089 -0.477 0.057
```
Positions in Å, forces in eV/Å.

Values from the calculation:
Charge: -2
Orbital gap (eV): 6.76

Mulliken charges in e: Pd 0.216; Cl -0.144; C 0.651; C -0.760; C -0.324; C -0.670; C 0.187; Cl -0.232; C 0.042; S -0.465; H 0.393; H 0.303; H 0.366; C -0.364; C -0.859; C -0.089; N -0.181; C -0.384; S -0.399; N 0.199; C 0.236; O -0.635; C 0.453; C -0.671; C -0.459; C -0.613; C -0.451; C -0.427; H 0.389; H 0.244; H -0.249; H 0.406; H 0.306; H 0.130; H 0.229; H 0.209; H 0.160; H 0.436; H 0.440; H 0.427; H 0.436; H 0.564; S 0.283; C -0.182; C -0.603; N -0.605; C -0.149; H 0.399; H 0.461; H 0.381; O -0.697; S 1.187; O -0.701; O -0.702; C 0.114; N -0.459; C -0.484; C -0.596; C 0.305; N -0.410; C 1.308; C -0.415; C -0.386; N -0.576; C -0.403; C -0.282; H 0.410; H 0.398; H 0.397; H 0.358; H 0.304; H 0.298

=====

ORCA calculation (ωB97M-V/def2-TZVPD) on a molecular structure, C29H26F3NO6PPdS2Sb.

```
70
Properties=species:S:1:pos:R:3:forces:R:3
Pd 0.761 -0.689 0.158 -0.143 0.270 -0.056
O -0.983 -1.879 1.013 -0.061 0.063 -0.215
C -2.167 -1.724 0.715 0.099 -0.240 0.232
C -2.812 -0.659 0.010 -0.068 0.250 -0.166
C -4.178 -0.834 -0.230 -0.026 0.008 -0.018
C -4.918 0.112 -0.899 0.211 -0.049 0.124
C -4.305 1.300 -1.359 0.101 0.046 0.009
C -2.984 1.510 -1.132 -0.260 0.112 -0.089
C -2.154 0.563 -0.429 0.338 -0.104 0.093
O -0.950 0.835 -0.226 -0.092 -0.029 0.085
N -6.315 -0.105 -1.124 -0.260 -0.169 -0.138
O -6.949 0.755 -1.723 0.043 0.029 0.050
O -6.823 -1.146 -0.724 0.042 0.076 0.031
H -2.862 -2.519 1.047 -0.032 0.020 -0.040
H -4.670 -1.735 0.113 -0.013 -0.004 -0.001
H -4.907 2.026 -1.886 -0.005 0.000 -0.004
H -2.495 2.415 -1.468 0.000 0.001 -0.008
C 4.504 -1.653 -4.262 -0.002 0.017 0.002
C 4.371 -0.581 -3.204 0.049 0.000 0.039
O 3.175 0.178 -3.424 -0.035 -0.001 -0.076
P 1.972 0.025 -2.361 0.023 -0.152 0.033
S 2.528 0.887 -0.641 -0.062 -0.013 0.037
S 1.392 -1.849 -2.155 0.085 -0.038 -0.106
O 0.853 0.862 -3.121 -0.043 0.025 -0.030
C 0.590 2.252 -2.878 -0.006 0.020 -0.002
C 1.657 3.142 -3.481 -0.015 -0.032 0.000
H 5.443 -2.193 -4.127 0.003 -0.019 -0.014
H 4.497 -1.204 -5.257 0.003 -0.020 -0.008
H 3.675 -2.357 -4.186 0.002 0.007 0.003
H 5.201 0.127 -3.248 -0.004 -0.008 0.016
H 4.352 -1.021 -2.203 0.014 0.001 -0.011
H 0.490 2.407 -1.803 -0.002 -0.002 0.002
H -0.378 2.429 -3.347 -0.005 -0.002 0.010
H 2.606 3.011 -2.962 0.011 -0.008 -0.007
H 1.357 4.189 -3.395 -0.004 -0.001 0.012
H 1.800 2.904 -4.536 0.007 0.014 0.001
F 6.698 2.919 3.490 -0.003 0.002 -0.004
C 5.567 2.182 3.380 -0.041 -0.020 -0.005
C 5.528 0.938 3.978 0.032 -0.004 0.018
C 4.366 0.186 3.862 -0.005 0.009 -0.016
C 3.265 0.669 3.160 -0.180 -0.046 -0.019
C 3.344 1.933 2.580 0.003 -0.035 0.007
C 4.498 2.700 2.681 0.036 0.036 -0.002
Sb 1.428 -0.438 2.928 0.140 0.000 0.106
C 2.322 -2.047 1.780 0.050 0.059 0.104
C 3.575 -1.905 1.179 -0.040 -0.068 0.003
C 4.149 -2.949 0.470 0.019 0.014 -0.003
C 3.456 -4.138 0.371 0.010 0.036 0.004
F 4.012 -5.159 -0.321 -0.011 -0.005 0.001
C 2.219 -4.324 0.952 -0.030 -0.043 0.005
C 1.655 -3.269 1.656 0.067 0.052 -0.037
C 1.612 -1.528 4.794 0.034 0.015 -0.037
C 2.344 -2.702 4.950 0.003 -0.004 -0.002
C 2.437 -3.333 6.184 0.002 -0.035 0.044
C 1.782 -2.772 7.262 -0.009 0.033 -0.067
F 1.866 -3.382 8.467 0.002 -0.007 0.019
C 1.036 -1.617 7.150 0.006 -0.020 0.032
C 0.955 -1.006 5.906 0.023 -0.008 0.019
H 6.391 0.574 4.519 -0.002 0.003 0.000
H 4.327 -0.792 4.326 -0.002 -0.025 0.008
H 2.500 2.330 2.028 -0.004 -0.004 -0.027
H 4.574 3.676 2.222 0.005 -0.002 0.003
H 4.100 -0.961 1.237 0.003 -0.005 0.003
H 5.112 -2.845 -0.013 -0.002 -0.006 -0.006
H 1.705 -5.268 0.836 0.005 -0.001 -0.004
H 0.673 -3.394 2.092 -0.014 -0.021 0.002
H 2.845 -3.145 4.096 0.013 0.028 0.037
H 3.003 -4.246 6.316 -0.003 0.002 0.006
H 0.530 -1.217 8.019 0.002 -0.004 0.002
H 0.363 -0.102 5.806 -0.001 0.004 0.012
```
Positions in Å, forces in eV/Å.

Values from the calculation:
Spin multiplicity: 2
Charge: -1
Orbital gap (alpha / beta) (eV): 6.89 / 6.90

natural (NBO) charges in e: Pd 0.646; O -0.635; C 0.450; C -0.341; C -0.088; C -0.047; C -0.157; C -0.307; C 0.480; O -0.693; N 0.521; O -0.425; O -0.428; H 0.114; H 0.232; H 0.234; H 0.217; C -0.630; C -0.065; O -0.840; P 1.673; S -0.684; S -0.668; O -0.832; C -0.062; C -0.638; H 0.201; H 0.203; H 0.232; H 0.175; H 0.197; H 0.216; H 0.181; H 0.221; H 0.203; H 0.208; F -0.336; C 0.398; C -0.296; C -0.204; C -0.365; C -0.198; C -0.290; Sb 1.145; C -0.403; C -0.194; C -0.311; C 0.467; F -0.345; C -0.310; C -0.214; C -0.365; C -0.214; C -0.291; C 0.394; F -0.336; C -0.295; C -0.197; H 0.223; H 0.221; H 0.229; H 0.227; H 0.234; H 0.222; H 0.223; H 0.232; H 0.228; H 0.224; H 0.223; H 0.211

=====

ORCA calculation (ωB97M-V/def2-TZVPD) on 2 unconnected molecules or ions with the total composition C29H26N.

```
56
Properties=species:S:1:pos:R:3:forces:R:3
C 1.475 0.614 1.763 -0.097 0.173 0.302
C 2.639 -0.120 1.370 0.782 -0.395 -0.160
C 3.893 0.222 1.955 -0.367 0.105 0.102
C 5.056 -0.471 1.648 -0.004 -0.143 -0.127
C 5.022 -1.533 0.726 -0.438 0.477 0.250
C 3.803 -1.882 0.117 -0.061 0.171 0.138
C 2.635 -1.189 0.423 -0.069 -0.020 0.082
C 0.188 0.333 1.316 -0.404 -0.511 -0.303
C -0.993 1.057 1.490 0.475 -1.098 0.726
C -2.224 0.576 0.906 -0.774 -0.547 -0.575
C -3.236 1.446 0.409 0.434 -0.150 0.363
C -4.362 0.936 -0.233 0.021 -0.070 -0.066
C -4.527 -0.450 -0.391 0.504 0.287 0.325
C -3.560 -1.328 0.123 0.104 0.131 0.154
C -2.428 -0.831 0.763 -0.027 0.549 -0.385
H 1.641 1.426 2.482 -0.096 -0.054 -0.374
H 3.907 1.048 2.674 0.116 -0.298 -0.257
H 5.996 -0.189 2.129 -0.347 -0.105 -0.203
H 5.940 -2.073 0.481 -0.361 0.166 0.087
H 3.786 -2.707 -0.598 -0.089 0.316 0.214
H 1.697 -1.473 -0.066 0.501 0.064 0.148
H 0.104 -0.595 0.732 -0.055 0.702 0.001
H -1.044 1.930 2.155 0.244 -0.849 -0.475
H -3.080 2.526 0.496 -0.150 -0.446 -0.082
H -5.116 1.625 -0.631 0.362 -0.322 0.184
H -5.396 -0.844 -0.910 0.141 0.101 0.119
H -3.679 -2.410 0.025 -0.034 0.411 0.022
H -1.676 -1.514 1.155 -0.311 0.075 -0.041
C 0.381 7.545 4.430 -0.001 -0.069 0.128
N -0.083 6.427 3.596 0.662 0.724 0.650
C 0.884 5.774 2.852 0.268 -0.344 -0.580
C 0.532 4.740 1.953 0.674 0.497 0.150
C -0.896 4.398 1.740 -0.411 -1.925 -0.294
H -0.990 3.250 1.843 -0.008 2.637 -0.444
C -1.864 5.066 2.654 -0.377 0.911 0.355
C -1.423 6.088 3.535 -1.055 0.062 -0.473
C -2.386 6.852 4.229 -0.217 -0.328 -0.187
C -3.743 6.614 4.047 0.159 -0.151 -0.245
C -4.176 5.621 3.166 -0.049 -0.295 -0.106
C -3.236 4.851 2.475 0.145 0.481 0.598
C 1.516 4.111 1.184 0.233 0.369 0.630
C 2.857 4.483 1.313 0.032 0.059 0.139
C 3.205 5.523 2.189 -0.193 -0.262 -0.330
C 2.231 6.175 2.935 0.018 -0.164 -0.007
H -0.439 7.983 5.005 0.491 -0.237 -0.274
H 1.131 7.176 5.149 -0.238 0.217 -0.211
H 0.830 8.348 3.816 -0.204 -0.390 0.208
H -1.174 4.632 0.697 0.054 -0.189 0.191
H -2.092 7.677 4.873 -0.264 -0.354 -0.184
H -4.460 7.251 4.565 0.128 -0.242 -0.117
H -5.242 5.452 2.995 0.343 0.087 0.108
H -3.564 4.093 1.757 0.051 0.294 0.264
H 1.218 3.322 0.490 0.091 0.255 0.079
H 3.616 3.972 0.721 -0.116 0.201 0.128
H 4.241 5.856 2.271 -0.273 -0.159 -0.048
H 2.507 7.008 3.581 0.058 -0.404 -0.293
```
Positions in Å, forces in eV/Å.

Values from the calculation:
Charge: +1
Orbital gap (eV): 3.69

natural (NBO) charges in e: C 0.103; C -0.198; C -0.091; C -0.228; C -0.098; C -0.243; C -0.056; C -0.342; C 0.085; C -0.066; C -0.163; C -0.211; C -0.136; C -0.201; C -0.176; H 0.239; H 0.230; H 0.242; H 0.240; H 0.240; H 0.210; H 0.218; H 0.221; H 0.225; H 0.239; H 0.237; H 0.236; H 0.219; C -0.408; N -0.419; C 0.164; C 0.002; C -0.421; H 0.168; C -0.114; C 0.257; C -0.259; C -0.184; C -0.238; C -0.174; C -0.231; C -0.252; C -0.190; C -0.250; H 0.219; H 0.206; H 0.208; H 0.222; H 0.211; H 0.224; H 0.221; H 0.193; H 0.202; H 0.216; H 0.224; H 0.226

=====

ORCA calculation (ωB97M-V/def2-TZVPD) on a molecular structure, C29H26N2O2S3Sn.

```
63
Properties=species:S:1:pos:R:3:forces:R:3
Sn 0.483 2.274 -0.960 0.451 0.104 0.583
C -3.541 2.201 1.350 0.209 2.183 -2.419
C -2.275 2.695 0.631 0.073 -0.897 -0.150
N -1.342 1.835 0.338 -0.789 0.580 0.735
N -1.525 0.535 0.834 0.555 0.461 -0.865
C -0.904 -0.309 0.089 -0.439 -0.842 1.169
S -0.020 -0.070 -1.365 0.180 -0.109 -0.841
S -0.877 -2.006 0.595 -0.228 -0.045 -0.065
C -2.281 -2.094 1.790 0.437 1.304 -0.660
C -3.577 -1.580 1.178 -0.051 0.668 1.823
C -4.423 -0.735 1.928 0.707 -1.639 -0.486
C -5.602 -0.321 1.356 -0.672 1.042 0.830
C -5.937 -0.652 0.064 -0.566 0.147 -0.482
C -5.102 -1.482 -0.671 -1.332 0.629 0.565
C -3.976 -1.948 -0.075 1.929 -1.770 -1.379
C -2.062 4.075 0.191 -0.707 -0.134 -0.218
C -2.615 5.111 0.991 0.404 -1.486 0.948
C -2.339 6.421 0.706 -0.269 0.534 0.488
C -1.630 6.687 -0.449 0.712 0.161 -0.394
C -1.173 5.717 -1.304 -0.226 -0.729 -0.703
C -1.373 4.353 -1.023 -0.066 1.148 0.411
O -0.867 3.466 -1.890 -0.353 -0.234 0.420
H -4.231 3.014 1.578 0.150 0.029 -0.189
H -3.253 1.760 2.228 0.565 -1.457 2.097
H -4.048 1.501 0.689 0.159 -0.077 0.134
H -1.951 -1.509 2.668 -0.533 -0.416 -0.290
H -2.342 -3.145 2.000 0.020 -0.506 0.328
H -4.186 -0.578 2.968 0.061 0.466 0.117
H -6.267 0.357 1.912 0.265 -0.451 -0.162
H -6.883 -0.268 -0.322 0.330 -0.189 -0.142
H -5.385 -1.818 -1.637 -0.133 -0.147 -0.777
H -3.345 -2.670 -0.653 -0.467 0.781 0.578
H -3.089 4.761 1.951 0.355 0.790 -1.181
H -2.601 7.257 1.362 -0.094 -0.518 -0.182
H -1.291 7.675 -0.659 -0.192 0.821 -0.122
H -0.675 5.943 -2.256 -0.078 0.069 0.613
C 2.130 3.003 0.027 -0.373 -0.124 -0.506
H 2.341 4.020 -0.319 -0.251 0.121 0.089
H 2.940 2.380 -0.350 0.175 -0.298 0.158
O 3.337 -0.164 -1.676 0.364 0.185 0.831
S 2.952 -1.138 -0.599 -1.571 0.385 -1.122
C 4.317 -1.550 0.416 1.515 -0.378 -0.451
C 4.135 -2.219 1.617 0.912 0.159 -0.285
C 5.319 -2.499 2.320 -0.539 -0.379 0.576
C 6.591 -2.213 1.831 0.353 -0.455 0.216
C 6.743 -1.545 0.611 0.126 -0.188 -0.174
C 5.598 -1.216 -0.075 -1.364 0.013 0.784
C 2.702 -2.642 -1.577 0.716 0.188 -0.161
C 2.992 -2.571 -2.964 -0.685 -0.930 1.949
C 2.800 -3.737 -3.694 -0.793 -0.399 -0.258
C 2.313 -4.903 -3.062 0.225 1.491 0.637
C 2.017 -4.899 -1.702 0.446 -0.237 -0.658
C 2.227 -3.775 -0.943 0.142 0.507 -0.426
H 3.149 -2.555 1.950 0.374 0.330 0.086
H 5.218 -2.973 3.303 0.177 0.019 -0.418
H 7.455 -2.609 2.398 -0.524 0.597 -0.381
H 7.700 -1.309 0.122 -0.320 -0.204 0.668
H 5.576 -0.637 -0.966 0.366 0.258 -0.799
H 3.297 -1.607 -3.311 0.215 0.206 -0.558
H 2.869 -3.721 -4.788 0.319 -0.065 0.450
H 2.112 -5.795 -3.588 -0.048 -0.739 -0.825
H 1.671 -5.785 -1.216 -0.275 -0.504 0.081
H 2.006 -3.795 0.106 -0.048 0.166 0.368
```
Positions in Å, forces in eV/Å.

Values from the calculation:
Orbital gap (alpha / beta) (eV): 7.31 / 7.32

natural (NBO) charges in e: Sn 1.727; C -0.671; C 0.398; N -0.412; N -0.378; C -0.064; S -0.154; S 0.269; C -0.527; C -0.039; C -0.210; C -0.214; C -0.220; C -0.220; C -0.171; C -0.219; C -0.144; C -0.258; C -0.170; C -0.259; C 0.352; O -0.824; H 0.222; H 0.237; H 0.260; H 0.241; H 0.237; H 0.214; H 0.213; H 0.216; H 0.217; H 0.214; H 0.215; H 0.222; H 0.213; H 0.228; C -1.151; H 0.201; H 0.210; O -0.990; S 1.281; C -0.282; C -0.203; C -0.205; C -0.205; C -0.192; C -0.199; C -0.223; C -0.205; C -0.204; C -0.204; C -0.192; C -0.226; H 0.227; H 0.216; H 0.222; H 0.224; H 0.243; H 0.260; H 0.218; H 0.212; H 0.210; H 0.218